Entry 1
Density functional theory data (the ωB97M-V functional and the def2-TZVPD basis) for a molecular structure, C3H8NO.

Values from the calculation:
Charge   -1
LUMO energy   4.3 eV
Kohn-Sham gap   6.682 eV

Cartesian coordinates (Å):
C 1.1311 0.1564 0.2767
C -0.4476 -0.2016 0.0934
C -1.4673 0.6970 -0.6196
O -2.0234 1.7853 0.0560
N 2.1914 -0.9754 0.6105
H 1.0820 0.6829 1.1760
H 1.3134 1.0087 -0.4085
H -0.6093 -1.2164 -0.2464
H -0.8249 -0.1985 1.1330
H -2.3172 -0.1533 -0.7096
H -1.2341 0.9206 -1.7403
H 1.6410 -1.8025 0.8053
H 1.5648 -0.7035 -0.4263

Entry 2
Density functional theory data (the ωB97M-V functional and the def2-TZVPD basis) for 2 unconnected molecules or ions with the total composition C3H8NO.

Values from the calculation:
Charge   -1
LUMO energy   4.5 eV
Kohn-Sham gap   6.762 eV

Cartesian coordinates (Å):
C -0.9631 -1.7671 0.4142
O -0.4965 -1.8978 -0.9633
H -0.1700 -2.1161 1.0412
H -1.8559 -2.4308 0.6437
H -1.3527 -0.8161 0.7748
C 0.8278 2.0889 0.6191
C 0.2594 1.0533 -0.0854
N 0.6786 0.4547 -1.2614
H 1.9565 2.3595 0.3650
H 0.2031 2.7405 1.2049
H -0.8726 0.8587 -0.0021
H 1.6938 0.4724 -1.5427
H 0.0915 -1.0000 -1.2079

Entry 3
Density functional theory data (the ωB97M-V functional and the def2-TZVPD basis) for 2 unconnected molecules or ions with the total composition C3H8NO.

Values from the calculation:
Charge   -1
LUMO energy   4.5 eV
Kohn-Sham gap   6.931 eV

Cartesian coordinates (Å):
C -1.6134 1.2935 1.5766
O -0.4260 1.2241 0.9156
H -1.8242 2.2169 2.1150
H -1.7862 0.4122 2.2466
H -2.4510 1.2241 0.8196
C 0.3479 -1.0058 -2.1489
C 0.7808 -1.2284 -0.8963
N 1.2414 -0.4893 0.1633
H 0.6552 -0.1884 -2.8083
H -0.0838 -1.8512 -2.6779
H 0.6108 -2.2972 -0.5236
H 2.1713 -0.8210 0.3848
H 0.2152 0.4196 0.6253

Stability check: which of them is most stable? entry 2.

Entry 1
Density functional theory data (the ωB97M-V functional and the def2-TZVPD basis) for a molecular structure, C19H24N4O2.

Values from the calculation:
LUMO energy   0.4 eV
Kohn-Sham gap   8.592 eV

Cartesian coordinates (Å):
C -2.2008 -3.5092 -0.2440
C -3.1248 -2.6564 0.5197
C -3.8031 -3.1863 1.6611
C -4.4834 -2.1912 2.3938
C -4.5633 -0.7738 1.9369
C -3.7904 -0.2767 1.0458
N -3.6314 1.0620 0.5531
C -2.8251 0.6197 -0.7104
N -2.4230 -0.5965 -0.8642
C -3.1102 -1.2368 0.2015
C -2.2902 1.6865 -1.3522
N -0.8644 1.4969 -1.8579
C -0.1908 1.7634 -0.9535
O -0.4765 2.1393 0.3558
C 1.2593 1.0000 -1.0635
C 2.2140 1.6489 0.2670
N 3.2809 0.8855 0.2368
C 3.2632 -0.5198 0.3944
O 4.1297 -1.5162 0.4063
C 1.8313 -1.0451 0.4650
C 1.1377 -0.5195 -0.9616
H 1.6262 -0.9187 -1.5997
H 0.0550 -0.8291 -0.7230
H 1.3659 -0.6801 1.4303
H 1.8510 -2.4196 0.1864
C 4.5611 1.3297 0.2113
C 4.9214 2.5600 1.1470
C 5.6674 0.9193 1.3111
H 6.7491 1.1207 1.0266
H 5.3412 0.4334 2.0705
H 4.2660 2.4913 2.0193
H 5.5699 3.2474 0.8034
H 4.9671 1.5102 -0.7702
H 2.4525 2.6773 -0.0989
H 1.6214 1.5916 1.0879
H 1.6756 1.1845 -1.7681
C -0.7998 0.7580 -3.1773
H -1.2087 -0.0462 -2.6908
H 0.2866 0.7822 -3.2525
H -1.1869 1.3314 -3.6998
H -2.5824 2.8843 -0.8005
H -2.8528 1.9962 -2.1447
H -3.9393 1.7982 0.8369
H -5.0761 -0.0269 2.7281
H -4.8247 -2.6494 3.2512
H -3.8027 -4.0964 1.8603
H -1.2416 -3.5018 0.0685
H -2.7263 -4.4349 -0.3662
H -2.0750 -3.2875 -1.3773

Entry 2
Density functional theory data (the ωB97M-V functional and the def2-TZVPD basis) for a single C19H24N4O2 molecule.

Values from the calculation:
SMILES   CCCCNC(=O)C[C@H](C(=O)N1CCc2ccccc21)n1ccnc1
LUMO energy   0.7 eV
Kohn-Sham gap   9.237 eV

Cartesian coordinates (Å):
C -4.1940 -2.3242 -1.1972
C -3.5510 -1.5266 -0.0687
C -2.0438 -1.3480 -0.2406
H -1.6902 -0.6214 0.4925
H -1.8351 -0.9444 -1.2344
C -1.2543 -2.6436 -0.0420
N 0.1618 -2.4443 -0.2704
C 1.0111 -2.1211 0.7219
O 0.6878 -2.0638 1.8935
C 2.4285 -1.7943 0.2646
H 2.5792 -2.0565 -0.7819
H 3.1470 -2.3317 0.8846
C 2.6166 -0.2757 0.4523
N 3.8749 0.1820 -0.0722
C 4.9042 0.6989 0.6459
N 5.9188 1.0152 -0.1049
C 5.5480 0.6962 -1.3732
C 4.2879 0.1746 -1.3769
H 3.6551 -0.1620 -2.1703
H 6.2116 0.8595 -2.1982
H 4.8655 0.8201 1.7107
H 2.6077 -0.0508 1.5196
C 1.4461 0.3993 -0.2917
O 1.3207 0.2300 -1.4916
N 0.5816 1.1218 0.4506
C -0.5584 1.7645 -0.0619
C -0.9535 1.9110 -1.3800
C -2.1435 2.5783 -1.6336
C -2.9161 3.0875 -0.6044
C -2.5079 2.9459 0.7153
C -1.3277 2.2858 0.9775
C -0.6787 2.0004 2.2968
H -0.4545 2.9232 2.8339
H -1.3279 1.3947 2.9313
C 0.6011 1.2392 1.9119
H 1.4937 1.7879 2.2262
H 0.6104 0.2423 2.3615
H -3.1025 3.3442 1.5236
H -3.8395 3.6003 -0.8268
H -2.4681 2.6997 -2.6560
H -0.3563 1.5177 -2.1842
H 0.4474 -2.2816 -1.2242
H -1.3660 -2.9932 0.9868
H -1.6007 -3.4199 -0.7270
H -3.7492 -2.0176 0.8862
H -4.0073 -0.5346 -0.0340
H -3.8334 -3.3494 -1.2113
H -5.2737 -2.3498 -1.0707
H -3.9735 -1.8660 -2.1587

Entry 3
Density functional theory data (the ωB97M-V functional and the def2-TZVPD basis) for a single C19H24N4O2 molecule.

Values from the calculation:
SMILES   C[C@H]1NC(=O)c2c(CO)nc([C@H](C)c3ccc(C4(C)CC4)cc3)n2N1
LUMO energy   0.4 eV
Kohn-Sham gap   8.777 eV

Cartesian coordinates (Å):
O 5.0088 -0.3373 2.1939
N 2.8565 1.8963 -0.8984
O 5.0131 2.3297 2.0479
C 3.8270 -0.3933 1.8935
C 2.0358 0.8649 -0.9781
C 3.3260 0.4147 0.7818
C 3.6554 1.6100 0.2099
C -1.0722 -0.7368 -1.8144
C -0.9150 1.4006 -0.6556
C -2.3488 -0.9053 -1.2959
C -2.2193 1.2321 -0.1891
C -0.3712 0.4154 -1.5084
C -2.9595 0.0827 -0.5014
N 2.2358 -0.0549 0.0643
N 3.0939 -1.4964 2.2626
N 1.6880 -1.3183 0.3322
C 4.7453 2.5333 0.6304
C 0.9647 1.7363 -3.1304
C 1.4799 -3.2113 1.8926
C -4.2956 -0.6716 1.4789
C 1.0341 0.5920 -2.0763
C 1.7620 -1.7409 1.7475
C -5.3828 -0.7248 -0.9334
C -5.5704 0.6842 -0.3530
C -4.3436 -0.1606 0.0423
H 5.3658 1.4050 2.1762
H -0.6613 -1.4849 -2.4706
H -0.3881 2.3273 -0.4503
H -2.8928 -1.8358 -1.4684
H -2.6856 2.0194 0.4041
H 3.6598 -2.3413 2.4353
H 0.7418 -1.3956 -0.0441
H 4.4290 3.5824 0.5482
H 5.6049 2.3520 -0.0259
H 1.9528 1.8935 -3.5849
H 0.2405 1.4327 -3.9109
H 0.6235 2.6621 -2.6695
H 0.4327 -3.4878 1.5742
H 1.6014 -3.5558 2.9297
H 2.1472 -3.7158 1.2106
H -5.2583 -1.1502 1.7516
H -3.5065 -1.4266 1.6362
H -4.1900 0.1633 2.1611
H 1.3690 -0.3336 -2.5822
H 1.0282 -1.1916 2.3266
H -5.0924 -0.8192 -1.9973
H -6.0416 -1.5395 -0.5650
H -5.3956 1.5176 -1.0431
H -6.3320 0.8819 0.4148

Stability check: which of them is most stable? entry 2.

Entry 1
Density functional theory data (the ωB97M-V functional and the def2-TZVPD basis) for 2 unconnected molecules or ions with the total composition C4H8Si.

Values from the calculation:
LUMO energy (alpha / beta)   -1.5 / -1.5 eV
Kohn-Sham gap (alpha / beta)   8.219 / 8.218 eV

Cartesian coordinates (Å):
C -2.4921 -1.4558 1.3810
C -1.8197 -0.4609 1.2280
C 0.2744 -0.1952 -1.5475
C -0.0994 1.3108 1.2720
Si 1.0680 0.2044 0.1883
H -3.2801 -2.0239 1.4744
H 0.7465 -1.1162 -1.8819
H -0.8511 -0.2186 -1.6661
H 0.4655 0.8060 -2.0941
H -0.1883 0.9272 2.2614
H -0.9603 1.8350 0.9502
H 2.2296 0.9832 -0.2790
H 1.2371 -1.0345 0.7780

Entry 2
Density functional theory data (the ωB97M-V functional and the def2-TZVPD basis) for 2 unconnected molecules or ions with the total composition C4H8Si.

Values from the calculation:
SMILES   C=[SiH2].C=C=C
LUMO energy   0.1 eV
Kohn-Sham gap   8.562 eV

Cartesian coordinates (Å):
C 0.2227 -3.2083 -1.3903
C 0.9117 -2.1301 -1.5680
C 1.5636 -0.9985 -1.5335
C -0.8412 1.1530 0.9368
Si -1.1367 2.7712 1.5576
H 0.4366 -4.2074 -1.8158
H 2.4003 -0.7490 -0.8224
H 1.3506 -0.3158 -2.2531
H -1.3959 0.2367 1.0888
H -0.0136 0.9920 0.4131
H -0.5482 -3.0847 -0.6957
H -0.0547 3.6645 1.9448
H -2.1777 3.7088 2.0186

Stability check: which of them is most stable? entry 2.

Entry 1
Density functional theory data (the ωB97M-V functional and the def2-TZVPD basis) for a single C2H3N3OS molecule.

Values from the calculation:
SMILES   [H]/N=c1/ncon1S
LUMO energy   -0.2 eV
Kohn-Sham gap   8.773 eV

Cartesian coordinates (Å):
C -1.6868 -1.0283 -0.2331
C -0.7354 0.8547 0.2137
H 2.7882 -0.8987 0.8923
H -2.2468 -1.8921 -0.4202
H 0.4327 2.3943 0.1312
N 0.2807 -0.2739 0.3836
N -1.9360 0.2161 -0.0151
N -0.4615 2.1514 -0.0950
O -0.3463 -1.4571 0.0815
S 1.9467 -0.0975 -0.1908

Entry 2
Density functional theory data (the ωB97M-V functional and the def2-TZVPD basis) for 2 unconnected molecules or ions with the total composition C2H3N3OS.

Values from the calculation:
LUMO energy   -0.3 eV
Kohn-Sham gap   8.816 eV

Cartesian coordinates (Å):
C 1.1340 -0.9495 -1.0293
C -0.7391 0.2272 1.5444
N 0.7974 0.1355 -1.2265
N -1.3457 1.0621 0.9324
N 0.5089 1.3274 -1.3247
O -0.0719 -2.1162 1.0914
S -0.0437 -1.1145 2.1724
H 0.7870 -1.6753 -0.3450
H -0.8149 1.7171 0.2244
H -0.2120 1.3863 -2.0395

Stability check: which of them is most stable? entry 1.